No. 1
{
  "formula": "C8H9BrOS",
  "method": "ωB97M-V/def2-TZVPD",
  "species": ["Br", "C", "C", "S", "C", "C", "C", "C", "C", "C", "O", "H", "H", "H", "H", "H", "H", "H", "H", "H"],
  "coordinates": [[2.51074, 1.36263, -0.19472], [1.05228, 0.03692, 0.43539], [1.80116, -1.36186, 1.06689], [1.16042, -2.77864, 0.08986], [0.87712, -1.68137, -1.38336], [0.20972, -0.47614, -0.80788], [-0.02660, 0.77569, -1.66292], [-0.97551, 1.38319, -0.91153], [-1.24765, 0.50185, 0.28376], [-0.05914, 0.67799, 1.22550], [-1.06935, -0.76765, -0.21520], [2.84178, -1.38278, 0.72182], [1.48216, -1.47233, 2.04960], [0.40942, -2.24943, -2.22976], [1.93551, -1.34134, -1.67364], [0.36457, 0.86478, -2.57862], [-1.39968, 2.35222, -1.07787], [-2.10355, 0.70706, 0.81826], [0.17079, 1.67762, 1.49091], [-0.17744, 0.06470, 2.21274]],
  "atomic_forces_ev_per_a": [[-0.90, -1.11, 0.71], [1.49, -2.38, -0.38], [-0.82, 1.91, -4.06], [-0.59, 0.32, -0.45], [1.89, -0.63, -0.06], [0.75, -0.30, -0.91], [-3.56, -1.33, 4.76], [0.99, 0.17, -1.62], [1.36, 1.80, -0.15], [0.84, -1.64, 2.34], [0.90, -0.85, -0.44], [-0.09, 0.62, 1.27], [0.31, -0.19, 1.87], [0.21, 0.73, 0.94], [-1.52, -0.47, -0.04], [1.51, 1.04, -3.06], [-0.28, 0.30, -0.04], [-2.37, -0.08, 0.70], [0.02, 1.00, 0.30], [-0.12, 1.10, -1.69]],
  "lowdin_charge": [0.667, -0.585, -0.382, 0.830, -0.355, -0.565, -0.017, 0.009, -0.325, -0.131, -0.007, 0.045, 0.033, 0.107, 0.104, 0.074, 0.108, 0.133, 0.095, 0.161],
  "smiles": "Br[C@]12CSC[C@]13C=C[C@H](C2)O3",
  "gap_ev": 9.20
}

=====

No. 2
{
  "formula": "C8H9ClGaI2LuO8S",
  "method": "ωB97M-V/def2-TZVPD",
  "species": ["I", "I", "Ga", "Lu", "S", "C", "C", "C", "C", "C", "C", "C", "C", "O", "O", "O", "O", "H", "H", "H", "H", "H", "H", "H", "H", "H", "O", "Cl", "O", "O", "O"],
  "coordinates": [[-4.24721, 1.12212, 1.23555], [1.49376, -3.79582, -0.48010], [1.39255, -1.33117, 0.21827], [-1.71943, 0.22208, 1.82296], [-0.65863, -0.72414, -0.66079], [-0.30244, 2.17875, 1.09217], [-0.69034, 1.48126, 3.69716], [-0.33764, 0.22362, -2.24892], [-0.11987, -0.76089, -3.40245], [0.86250, 1.14736, -2.11120], [-1.63243, 0.99082, -2.47638], [1.86589, -1.44391, 2.21803], [3.21389, -0.19598, -0.11130], [-0.13573, 2.21579, 4.40103], [0.31108, 3.16122, 1.04229], [2.50704, -1.93824, 3.04635], [4.13014, 0.51174, -0.12328], [0.00842, -0.18731, -4.33995], [-0.99744, -1.41684, -3.52452], [0.77411, -1.38994, -3.26193], [0.86205, 1.80040, -3.00623], [1.80009, 0.57059, -2.07276], [0.77350, 1.77081, -1.21435], [-1.54412, 1.52917, -3.42859], [-1.82699, 1.71195, -1.67561], [-2.48251, 0.29713, -2.53074], [-1.97529, -1.13481, 4.03694], [-0.63837, -1.57203, 3.64387], [0.27740, -0.43516, 3.79225], [-0.19051, -2.76844, 4.26872], [-0.77346, -1.84012, 2.15349]],
  "atomic_forces_ev_per_a": [[-0.59, 0.18, -0.31], [-0.01, 0.48, 0.03], [0.05, -1.00, -0.75], [-0.14, -0.62, 1.50], [0.46, 0.12, -0.10], [2.94, 5.11, -0.27], [1.60, 4.86, 3.17], [0.42, 0.60, -0.98], [-0.23, -1.03, -0.24], [0.06, -0.11, 0.47], [-0.87, -0.17, 0.45], [4.10, -2.70, 4.25], [4.59, 3.80, -0.02], [-2.43, -3.43, -2.95], [-2.90, -4.66, 0.12], [-3.07, 2.45, -3.81], [-4.60, -3.75, -0.05], [-0.07, -0.08, 0.48], [0.34, 0.21, -0.09], [-0.22, 0.25, -0.04], [0.21, -0.29, 0.42], [-0.16, 0.30, -0.30], [0.16, 0.12, -0.32], [-0.01, -0.14, 0.10], [0.06, 0.08, -0.15], [0.08, 0.28, -0.21], [0.88, 0.58, -1.12], [-0.57, -3.58, 3.34], [0.27, -1.14, -0.82], [-0.54, 2.17, -0.91], [0.18, 1.10, -0.93]],
  "lowdin_charge": [0.673, 1.022, -0.020, 1.067, 0.797, -0.022, -0.060, -0.819, -0.038, -0.063, -0.069, -0.046, 0.103, 0.243, 0.220, 0.305, 0.312, 0.145, 0.119, 0.096, 0.153, 0.072, 0.060, 0.142, 0.078, 0.113, -0.274, 0.742, -0.381, -0.110, -0.561],
  "total_charge": 4,
  "gap_ev": [3.27, 2.12]
}

=====

No. 3
{
  "formula": "C8H9ClNOP",
  "method": "ωB97M-V/def2-TZVPD",
  "species": ["C", "P", "O", "N", "C", "C", "C", "C", "C", "C", "Cl", "C", "H", "H", "H", "H", "H", "H", "H", "H", "H"],
  "coordinates": [[-1.47737, -0.44519, 1.25987], [-2.19953, -1.78036, 0.49080], [-1.83019, -1.84893, -1.13064], [-0.57236, -1.27302, -1.35479], [-0.37504, -0.12540, -0.93062], [1.02278, 0.16529, -0.81069], [1.50581, 1.46584, -1.06727], [2.94608, 1.69876, -0.83992], [3.75323, 0.70529, -0.33349], [3.19127, -0.65821, -0.13822], [4.08922, -1.87753, 0.49400], [1.89101, -0.90634, -0.46431], [-1.71446, 0.62828, 1.10625], [-1.53480, -0.68837, 2.33110], [-3.46118, -2.16150, 0.12293], [-1.51267, -2.94459, 1.19305], [-1.08121, 0.64944, -0.65613], [0.85713, 2.30867, -1.13552], [3.39477, 2.68752, -1.16672], [4.87534, 0.88539, -0.26497], [1.43446, -1.90698, -0.18981]],
  "atomic_forces_ev_per_a": [[-1.51, -0.16, 1.06], [2.43, -0.40, 0.30], [-0.49, 1.18, 0.75], [0.16, -3.14, -1.16], [-0.28, 1.72, 0.08], [2.19, 1.83, -0.86], [2.66, -1.65, 1.96], [-1.47, 0.52, -0.91], [0.50, -1.68, -0.65], [-0.34, 4.10, -1.31], [1.79, -1.78, 0.98], [-1.18, -0.30, 1.09], [-0.19, -1.04, -0.02], [0.52, -0.05, -0.14], [-1.09, -0.42, 0.39], [-1.37, 1.41, -0.85], [-0.23, -0.20, -0.41], [-0.45, 0.34, -0.62], [-0.64, -1.28, 0.76], [-1.70, -0.41, 0.25], [0.69, 1.42, -0.68]],
  "lowdin_charge": [-0.326, 0.785, -0.348, -0.024, -0.237, -0.213, 0.003, -0.086, -0.093, -0.747, 0.754, -0.076, 0.013, -0.012, -0.015, 0.055, 0.107, 0.093, 0.117, 0.121, 0.131],
  "smiles": "C=[PH2]O/N=C/c1cccc(Cl)c1",
  "gap_ev": 8.72
}

=====

No. 4
{
  "formula": "C8H9CoI3O4RuS",
  "method": "ωB97M-V/def2-TZVPD",
  "species": ["I", "I", "Co", "Ru", "S", "C", "C", "C", "C", "C", "C", "C", "C", "O", "O", "O", "O", "H", "H", "H", "H", "H", "H", "H", "H", "H", "I"],
  "coordinates": [[-1.92246, 0.49204, 3.21932], [-1.01217, -2.50875, 0.91462], [1.63883, -1.66441, 1.44667], [1.88221, 0.61030, -0.02420], [-0.26072, 0.15153, 1.00097], [2.31370, 2.10349, -1.11874], [3.46508, 0.60243, 0.96257], [-1.58579, 0.49124, -0.38950], [-2.96297, -0.13209, -0.14613], [-0.95988, 0.12486, -1.72233], [-1.86832, 1.98081, -0.29556], [2.36415, -3.21663, 1.16357], [2.14041, -1.14126, -0.64676], [4.47607, 0.63137, 1.53092], [2.56347, 3.07149, -1.70970], [2.81396, -4.26774, 0.94294], [2.41372, -1.99463, -1.40462], [-3.69763, 0.32404, -0.86092], [-3.27926, 0.11057, 0.88583], [-3.03694, -1.21868, -0.27652], [-1.52107, 0.56260, -2.58323], [-0.88590, -0.96082, -1.89752], [0.07583, 0.52753, -1.77328], [-2.62235, 2.24436, -1.06554], [-0.96500, 2.57357, -0.46369], [-2.28071, 2.19055, 0.70450], [2.71373, -1.68775, 3.60635]],
  "atomic_forces_ev_per_a": [[-0.77, 0.19, 1.08], [-0.09, -1.76, 0.40], [-2.57, 3.81, 0.75], [-2.58, -2.67, 1.84], [-0.56, 1.05, -0.79], [2.38, 7.52, -4.50], [5.40, 0.54, 2.03], [-1.62, 0.93, -1.21], [0.01, -0.64, 0.15], [0.50, -0.43, -0.30], [0.49, 0.50, 0.36], [4.32, -10.41, -2.46], [2.40, -2.76, -4.31], [-3.95, -0.14, -1.96], [-1.12, -4.51, 2.52], [-2.14, 5.20, 1.21], [-1.30, 2.75, 2.76], [0.65, -0.26, 0.66], [-0.34, -0.04, -0.35], [-0.05, 0.34, -0.11], [0.28, -0.23, 0.70], [-0.09, 0.22, 0.03], [-0.20, 0.09, -0.23], [0.46, -0.08, 0.45], [-0.18, 0.20, 0.04], [0.06, 0.37, -0.48], [0.61, 0.23, 1.71]],
  "lowdin_spin": [1.606, 1.345, 2.558, 0.821, 0.879, 0.066, 0.029, 0.043, 0.056, 0.041, 0.024, 0.094, 0.049, 0.008, 0.102, 0.007, 0.091, 0.004, 0.034, 0.008, 0.004, 0.009, 0.012, 0.003, 0.005, 0.003, 1.100],
  "spin_multiplicity": 10,
  "total_charge": 4,
  "gap_ev": [6.69, 5.67]
}

=====

No. 5
{
  "formula": "C8H9CrNO5",
  "method": "ωB97M-V/def2-TZVPD",
  "species": ["Cr", "C", "O", "C", "O", "C", "O", "C", "O", "C", "H", "H", "C", "H", "H", "C", "C", "N", "O", "H", "H", "H", "H", "H"],
  "coordinates": [[0.23747, 1.70810, 0.03892], [0.22476, 2.34319, 1.75768], [0.25073, 2.40491, 2.90926], [0.05803, 2.98086, -1.31911], [-0.04876, 3.80293, -2.16985], [-1.59925, 1.00500, -0.25589], [-2.74263, 0.77701, -0.41604], [2.13584, 1.07740, -0.26169], [3.20573, 0.60329, -0.34028], [0.14837, -1.15129, -2.53352], [1.12733, -1.32529, -1.96877], [-0.73941, -1.40857, -1.87792], [0.07405, 0.06823, -3.14569], [-0.87207, 0.75898, -3.11472], [1.00246, 0.76950, -3.26410], [-1.38823, -1.51023, 1.69580], [0.07090, -1.22671, 1.48217], [0.96267, -2.02778, 2.10195], [0.52819, -0.28726, 0.75434], [-1.51548, -2.33165, 2.40982], [-1.86696, -1.78786, 0.75028], [-1.88522, -0.61900, 2.09204], [1.96406, -1.82878, 1.98379], [0.66743, -2.79499, 2.69151]],
  "atomic_forces_ev_per_a": [[0.62, -5.70, -1.64], [0.14, 2.02, 9.45], [-0.14, -0.01, -4.30], [-0.87, 7.77, -7.83], [0.66, -5.33, 5.45], [-8.39, -0.94, -1.64], [6.64, 0.98, 0.97], [7.66, -2.38, -1.16], [-5.99, 2.61, 0.44], [0.24, 3.00, 3.00], [-1.08, -0.74, -1.74], [0.74, -0.59, -1.64], [0.20, 2.35, 1.90], [1.32, -1.98, -0.90], [-1.42, -1.89, -0.55], [0.21, -0.01, 0.04], [1.13, -1.41, 1.20], [-0.59, 1.47, -1.08], [-0.57, 0.91, 0.08], [-0.07, 0.25, -0.22], [0.12, 0.02, 0.10], [0.04, -0.11, 0.00], [-0.67, -0.33, 0.16], [0.08, 0.05, -0.10]],
  "lowdin_spin": [3.249, 0.112, 0.131, 0.075, 0.137, 0.041, 0.061, 0.039, 0.045, 0.052, 0.000, 0.001, 0.008, -0.002, -0.001, 0.001, 0.005, 0.008, 0.036, 0.000, 0.000, 0.000, 0.000, 0.000],
  "spin_multiplicity": 5,
  "total_charge": 2,
  "gap_ev": [7.10, 5.95]
}

=====

How do the records compare in electronic energy? In the order shown, they have -3357.593206 -5524.144334 -1241.595117 -3378.096089 -1784.902334 Ha.